The following is a DFT calculation (ωB97M-V/def2-TZVPD) of a structure of composition C47H54ClCrN8O4STe.

Properties
Net charge: -1
2S+1: 5
Molar mass in g mol⁻¹: 1042.117
Relative energy (zero: lowest compared OMol25 entry of this formula, charge and spin) in kcal per mole: 1.9
Calculated total energy in eV: -128801.9295
LUMO energy (alpha / beta) in eV: 2.2 / 2.2
HOMO level (alpha / beta) in eV: -2.397 / -4.244

Atoms and positions in Å:
Cr 15.364 13.753 13.164
C 14.504 13.105 16.338
N 15.430 13.711 15.386
C 16.505 14.338 15.851
C 17.453 14.882 14.968
C 18.571 15.794 15.103
C 18.998 16.067 13.788
C 18.176 15.290 12.935
N 17.282 14.534 13.660
C 15.051 12.050 17.262
C 14.159 11.502 18.196
C 14.571 10.563 19.128
C 15.899 10.153 19.195
C 16.797 10.700 18.293
C 16.387 11.629 17.335
H 13.701 12.658 15.740
H 14.054 13.900 16.938
H 16.680 14.473 16.938
H 18.997 16.122 16.048
H 19.797 16.737 13.520
H 18.167 15.249 11.856
H 13.102 11.766 18.169
H 13.833 10.173 19.812
H 16.206 9.419 19.940
H 17.855 10.445 18.336
H 17.133 12.009 16.633
O 14.536 17.736 12.542
C 14.832 16.533 12.480
O 14.772 15.695 13.482
C 15.232 15.896 11.199
C 15.272 16.679 10.033
C 15.617 16.066 8.861
C 15.878 14.687 8.836
C 16.272 14.045 7.636
C 16.541 12.700 7.607
C 16.381 11.945 8.768
C 16.021 12.534 9.974
C 15.797 13.927 10.049
N 15.468 14.584 11.225
H 15.051 17.744 10.073
H 15.708 16.623 7.920
H 16.312 14.641 6.725
H 16.869 12.235 6.685
H 16.519 10.868 8.746
H 15.928 11.926 10.882
C 10.134 14.738 15.904
C 9.109 15.266 14.879
C 8.249 14.069 14.516
C 8.252 16.226 15.707
C 9.669 15.988 13.508
O 8.501 16.536 12.821
C 10.675 17.161 13.770
C 12.082 16.852 14.376
C 12.473 17.268 15.790
C 13.661 16.744 16.323
C 13.984 16.890 17.680
C 13.176 17.685 18.491
Cl 13.640 17.929 20.089
C 12.037 18.305 17.941
C 11.724 18.127 16.593
C 10.160 14.926 12.450
N 11.366 14.090 12.686
C 12.632 14.240 12.326
N 13.390 13.253 12.844
C 12.476 12.443 13.454
N 11.247 12.921 13.397
H 9.592 14.062 16.609
H 10.602 15.529 16.519
H 10.945 14.120 15.478
H 7.787 13.644 15.442
H 8.844 13.244 14.056
H 7.450 14.359 13.802
H 7.911 15.653 16.601
H 7.370 16.591 15.175
H 8.831 17.100 16.071
H 8.351 17.453 13.145
H 10.190 17.917 14.411
H 10.867 17.645 12.790
H 12.889 17.259 13.719
H 12.309 15.774 14.370
H 14.311 16.203 15.654
H 14.837 16.393 18.128
H 11.432 18.910 18.604
H 10.888 18.678 16.178
H 10.372 15.441 11.494
H 9.339 14.224 12.264
H 12.966 15.083 11.742
H 12.748 11.504 13.897
C 21.018 14.518 11.266
N 20.148 13.371 11.216
C 19.557 13.089 9.921
C 19.591 12.713 12.307
O 18.476 12.189 12.211
N 20.342 12.682 13.469
C 19.715 12.295 14.735
C 21.794 12.648 13.480
H 20.513 15.402 10.809
H 21.953 14.323 10.677
H 21.287 14.785 12.291
H 20.370 13.168 9.172
H 18.776 13.824 9.670
H 19.155 12.074 9.934
H 18.628 12.270 14.595
H 20.070 13.001 15.506
H 20.058 11.286 15.056
H 22.232 12.625 12.464
H 22.131 11.747 14.035
H 22.196 13.518 14.037
Te 15.914 11.211 13.813
C 16.758 9.553 12.774
C 16.793 8.250 13.367
C 17.394 7.295 12.526
C 17.771 7.815 11.300
S 17.457 9.493 11.147
H 16.387 8.040 14.344
H 17.568 6.261 12.827
H 18.233 7.264 10.496

---

The following is a DFT calculation (ωB97M-V/def2-TZVPD) of a structure of composition C10H13NO2.

Properties
Molar mass in g mol⁻¹: 179.219
Relative energy (zero: lowest compared OMol25 entry of this formula, charge and spin) in kcal per mole: 189.0
Calculated total energy in eV: -16158.5041
LUMO energy in eV: 0.8
HOMO level in eV: -8.211

Atoms and positions in Å:
C -2.917 0.835 -0.791
C -2.561 -0.582 0.109
C -1.674 -0.136 1.208
C -0.268 0.207 0.603
C 0.292 1.450 0.291
C 1.709 1.696 -0.015
C 2.468 0.694 0.144
C 4.187 -0.701 -0.059
C 1.953 -0.636 0.224
C 0.557 -0.896 0.411
H -3.141 0.712 -1.983
H -3.989 1.433 -0.237
H -1.940 1.722 -0.708
H -3.607 -1.121 0.399
H -2.340 -1.379 -1.821
H -0.957 -1.247 -0.882
H -2.240 0.526 1.983
H -1.454 -0.984 1.928
H -0.169 2.386 0.481
H 2.031 2.720 -0.535
H 4.663 -1.053 0.926
H 4.726 -1.100 -1.007
H -0.116 -1.790 0.419
N -1.944 -1.784 -0.633
O 3.806 0.555 -0.466
O 2.926 -1.527 0.010

---

The following is a DFT calculation (ωB97M-V/def2-TZVPD) of the molecule C4H7N5.

Properties
Molar mass in g mol⁻¹: 125.135
Relative energy (zero: lowest compared OMol25 entry of this formula, charge and spin) in kcal per mole: 116.2
Calculated total energy in eV: -11708.4399
LUMO energy in eV: 0.4
HOMO level in eV: -8.645

Atoms and positions in Å:
C -0.256 0.778 1.132
C 0.444 0.005 0.011
C -0.295 -0.863 -0.696
C -1.815 -0.832 -0.757
H 1.252 2.604 1.100
H 0.150 2.353 2.430
H -2.231 0.872 1.974
H 1.870 -0.440 -1.179
H 2.347 0.015 0.297
H 0.072 -2.720 -1.657
H 0.338 -1.480 -2.683
N 0.302 1.889 1.468
N -1.413 0.210 1.540
N 1.679 0.273 -0.446
N 0.501 -1.697 -1.690
N -2.946 -0.964 -0.843